Computed, not measured: a 3-piece molecular cluster, C4H13N2O4PS overall, with ωB97M-V/def2-TZVPD.

The geometry in ORCA input format:
```
! wB97M-V def2-TZVPD RIJCOSX def2/J DEFGRID3
* xyz 0 3
C 3.1327 -1.3414 0.5861
P 1.4983 1.5175 0.0282
H 2.3576 -3.3848 0.1334
H 3.7969 -0.6170 0.1449
H -5.0742 -0.3188 -1.3720
N -1.8708 1.3176 1.3606
H -5.6061 0.3591 0.2632
H 3.3811 -1.5865 1.6071
N 1.2645 -0.2367 -0.7087
H 1.8102 -0.2511 -1.5686
C -5.1413 0.4985 -0.6875
H -4.9381 1.4893 -1.0325
H -0.8396 1.4904 1.4134
O 0.6039 2.2403 -1.0844
H -2.3236 1.3552 2.2602
H 0.2449 -0.3064 -0.9146
O 2.9202 1.7840 -0.1343
C 2.5269 -2.4041 -0.2825
H -0.3301 2.0686 -0.9411
H 2.7914 -2.4226 -1.3300
S -2.2394 -0.0347 0.4753
O 0.7856 1.4287 1.3280
O -1.3827 0.0708 -0.7377
C 1.6878 -1.2682 0.2138
H 0.9442 -1.4476 0.9797
*
```

As for the expectation value of S²: 2.007. The calculation puts the maximum force at 1.1 eV/A. The calculation puts the HOMO energy (alpha / beta) at -8.05 / -10.38 eV. The LUMO energy (alpha / beta) comes out at 0.0186 / -0.0467 Ha. As for the total energy: -35652.43522 eV.

Atomic partial charges in e from the natural (NBO) method, atoms 1 to 5: atom 1 (C): -0.4194, atom 2 (P): 2.4781, atom 3 (H): 0.2258, atom 4 (H): 0.2505, atom 5 (H): 0.1663